C19H42BeP2Si as an isolated structure in a non-equilibrium geometry, computed with ωB97M-V with the def2-TZVPD basis set.

Last column: natural (NBO) charge in e.
Element x y z (Å)
P  1.49561  -2.41543  0.67473  0.910
P  -0.30214  2.52666  1.09763  0.958
C  1.16032  -0.55262  -0.36951  -0.895
C  0.39936  0.86363  -0.15165  -0.951
H  1.07920  -0.80135  -1.44120  0.259
H  2.24047  -0.34405  -0.09265  0.260
H  1.22509  1.52921  -0.41231  0.284
H  -0.46802  0.97744  -0.83464  0.289
C  -1.96760  2.88734  0.34601  -0.982
H  -2.60007  3.35374  1.11256  0.252
H  -2.45339  1.98016  -0.03414  0.251
H  -1.85923  3.61096  -0.47735  0.212
C  0.56722  3.88061  0.19993  -0.992
H  0.00187  4.24413  -0.67010  0.214
H  1.56240  3.54285  -0.12345  0.230
H  0.66828  4.72381  0.90624  0.251
C  0.24683  -3.58872  -0.00522  -0.978
H  -0.00486  -4.41697  0.67825  0.247
H  0.65956  -4.05364  -0.91094  0.202
H  -0.67299  -3.04332  -0.25121  0.257
C  2.93001  -3.23102  -0.09201  -0.980
H  3.71906  -2.49389  -0.26446  0.236
H  2.66331  -3.70717  -1.03607  0.209
H  3.30603  -4.01943  0.57301  0.260
Be  -0.39826  -0.51284  0.52679  1.596
C  0.08974  0.87164  -3.03426  -0.182
C  -1.23367  1.05381  -2.81325  -0.192
C  -2.34730  0.33559  -3.49442  -0.450
C  -2.00402  -1.13034  -3.74196  -0.439
C  -1.28259  -1.74582  -2.58215  -0.182
C  0.01085  -2.13057  -2.68571  -0.203
C  1.11479  -1.45280  -3.45916  -0.457
C  0.80506  -0.03701  -3.97756  -0.451
C  -2.02567  -0.98060  0.52110  -1.395
H  0.76440  1.61925  -2.61271  0.201
H  -1.56533  1.98025  -2.31892  0.207
H  -2.65304  0.78230  -4.45930  0.222
H  -3.22708  0.37266  -2.83129  0.210
H  -2.95216  -1.64764  -3.92920  0.227
H  -1.39122  -1.21707  -4.64980  0.199
H  -1.96097  -2.12517  -1.81240  0.218
H  0.29426  -3.16146  -2.44408  0.210
H  1.39748  -2.09321  -4.30928  0.229
H  2.00558  -1.40482  -2.80364  0.208
H  1.81351  0.38163  -4.11805  0.217
H  0.33882  -0.09177  -4.97187  0.215
H  -2.58742  -0.39454  1.27430  0.225
H  -2.14727  -2.04952  0.79894  0.218
H  -2.53699  -0.86203  -0.43676  0.184
C  -0.95523  2.17204  4.06833  -1.122
Si  0.38148  0.84949  3.85163  1.688
C  2.07280  1.70265  3.97302  -1.115
C  0.24278  -0.24121  5.36006  -1.128
C  0.36685  -0.28021  2.32734  -1.598
H  -1.17171  2.27408  5.13987  0.222
H  -1.89669  1.91191  3.57494  0.226
H  -0.66983  3.17001  3.71544  0.223
H  2.07211  2.47844  4.75028  0.226
H  2.83618  0.95529  4.24466  0.228
H  2.36921  2.14678  3.01253  0.216
H  -0.33693  -1.14099  5.13443  0.232
H  1.22647  -0.58043  5.70283  0.228
H  -0.23154  0.25261  6.21083  0.223
H  1.45736  -0.18895  2.09748  0.187
H  0.31891  -1.29440  2.77951  0.225

For the energy above the lowest of the compared OMol25 structures with the same formula, charge and spin, the calculation gives 56.2 kcal per mole. As for the electronic energy: -1735.7992 Eh. The value obtained for the gap between HOMO and LUMO is 0.2731 Eh. For the HOMO energy, the calculation gives -7.12 eV.

---

C19H42BrClO6SSiW as an isolated structure in a non-equilibrium geometry, computed with ωB97M-V with the def2-TZVPD basis set.

Last column: Mulliken charge in e.
Element x y z (Å)
W  -0.45286  0.16323  0.73078  0.291
O  -3.04207  -2.68862  0.41668  -0.475
Cl  -2.45128  -1.61632  1.08323  1.615
O  -3.11587  -1.13220  2.23178  -0.454
O  -0.95737  -1.83166  1.35739  -0.635
O  -2.23735  -0.36042  0.11272  -0.515
C  -0.92268  2.66891  3.83036  -1.171
C  -0.22347  1.33972  3.75838  0.555
C  -0.78036  0.26945  4.65872  -1.325
O  -0.37665  0.85252  2.34626  0.278
H  -0.77912  3.08160  4.83008  0.507
H  -1.99439  2.55378  3.65964  0.277
H  -0.50585  3.37334  3.11099  0.228
H  0.85149  1.44522  3.86842  0.277
H  -1.85218  0.14626  4.50182  0.296
H  -0.62249  0.57528  5.69316  0.442
H  -0.27491  -0.68293  4.51108  0.378
C  0.09529  5.04420  -3.08232  -1.938
C  -0.80291  5.33785  -1.86941  2.146
C  0.12134  5.83290  -0.74526  -1.708
C  -1.75987  6.49855  -2.23956  -1.665
Si  -1.90365  3.85633  -1.38314  -0.951
Br  -0.10844  2.50608  -0.33274  -0.096
C  -3.11457  4.13412  0.05120  2.702
C  -2.57418  5.14500  1.07047  -2.083
C  -3.44609  2.85155  0.82150  -1.310
C  -4.42164  4.69332  -0.54777  -1.724
C  -2.50281  2.73834  -2.80861  2.665
C  -3.51806  1.67746  -2.34361  -1.802
C  -3.20189  3.66432  -3.83515  -1.837
C  -1.37421  1.99123  -3.53540  -1.607
H  0.68607  5.93974  -3.29579  0.596
H  -0.46473  4.81134  -3.98338  0.362
H  0.80084  4.23009  -2.88744  0.307
H  0.65091  6.71641  -1.11518  0.541
H  0.88404  5.09818  -0.47624  0.374
H  -0.40670  6.12888  0.15815  0.329
H  -1.15728  7.34128  -2.59232  0.554
H  -2.33562  6.85680  -1.38264  0.315
H  -2.45235  6.24212  -3.04065  0.334
H  -1.62366  4.82594  1.50548  0.260
H  -3.29713  5.23840  1.88639  0.580
H  -2.44303  6.13894  0.64660  0.432
H  -2.57249  2.46054  1.34174  -0.351
H  -3.86164  2.06221  0.19843  0.252
H  -4.18893  3.09359  1.58767  0.614
H  -4.27710  5.61550  -1.11532  0.345
H  -5.10513  4.92523  0.27464  0.537
H  -4.92296  3.96568  -1.18966  0.344
H  -4.42411  2.09199  -1.91208  0.321
H  -3.03452  1.01527  -1.62090  0.116
H  -3.82615  1.06356  -3.19506  0.573
H  -4.02658  4.24351  -3.40432  0.375
H  -3.63068  3.04340  -4.62757  0.547
H  -2.50553  4.35512  -4.30629  0.376
H  -0.89634  1.25487  -2.88412  0.064
H  -0.60000  2.64286  -3.93228  0.276
H  -1.81898  1.45428  -4.37882  0.579
O  0.57759  -0.60448  -0.73372  -0.177
S  1.65614  -1.45006  -1.50884  0.268
C  0.68949  -2.18358  -2.85335  -0.527
C  0.13596  -3.50139  -2.32067  -0.387
C  1.27118  -4.11242  -1.50548  -0.756
C  1.77145  -3.00761  -0.57206  -0.245
H  1.40244  -2.32626  -3.66902  0.485
H  -0.03584  -1.42854  -3.15673  0.298
H  -0.16776  -4.14010  -3.14796  0.420
H  -0.74269  -3.32211  -1.69882  0.103
H  2.07672  -4.44312  -2.16366  0.352
H  0.95734  -4.97387  -0.91753  0.376
H  2.79324  -3.11951  -0.21774  0.443
H  1.10550  -2.86151  0.27473  0.039

As for the total charge: +2. For the energy above the lowest of the compared OMol25 structures with the same formula, charge and spin, the calculation gives 0.0 kcal per mole. As for the electronic energy: -4988.7993 Eh. The value obtained for the gap between HOMO and LUMO is 0.2964 Eh. For the HOMO energy, the calculation gives -14.77 eV.

---

C19H42GaO6 as an isolated structure in a non-equilibrium geometry, computed with ωB97M-V with the def2-TZVPD basis set.

Last column: natural (NBO) charge in e.
Element x y z (Å)
C  6.98692  -2.28215  2.84430  -0.632
C  5.69963  -1.48975  2.14884  -0.414
C  5.69604  0.12336  2.52677  -0.410
C  4.40224  0.92378  1.87269  -0.412
C  2.96229  0.43170  2.48325  -0.418
C  1.73656  1.53390  2.20431  -0.413
C  0.36880  0.63420  2.02229  -0.414
C  -0.98891  1.32638  2.62767  -0.421
C  -2.29520  0.39388  2.16432  -0.410
C  -2.86955  -0.50751  3.40697  -0.413
C  -4.21987  -1.37432  3.07543  -0.873
Ga  -4.19038  -2.40373  1.28254  0.563
H  6.97328  -3.38625  2.39628  0.209
H  7.99967  -1.76213  2.51930  0.206
H  6.87324  -2.37479  4.01671  0.211
H  5.81287  -1.58360  0.97540  0.203
H  4.72417  -2.05452  2.51601  0.214
H  5.76404  0.31977  3.69880  0.200
H  6.67947  0.61591  2.06842  0.197
H  4.62171  2.07112  2.02414  0.209
H  4.39609  0.63051  0.71584  0.202
H  3.00901  0.30488  3.66075  0.204
H  2.64537  -0.58774  1.94970  0.212
H  1.73051  2.24795  3.13495  0.203
H  1.89324  2.12351  1.18347  0.199
H  0.56239  -0.39963  2.56512  0.211
H  0.26034  0.43926  0.84996  0.209
H  -1.20973  2.40367  2.22642  0.188
H  -0.97137  1.37878  3.80597  0.204
H  -3.15706  1.13203  1.80410  0.200
H  -1.94427  -0.26547  1.26268  0.229
H  -2.07334  -1.25533  3.84718  0.192
H  -3.13256  0.23715  4.29833  0.167
H  -5.21660  -0.73739  3.11909  0.191
H  -4.34293  -2.19852  3.93027  0.194
H  -5.71195  -2.94119  1.05182  -0.339
H  -3.83732  -1.47966  0.02756  -0.321
H  -3.27836  -3.72248  1.40316  -0.330
C  -0.45396  4.73184  0.35869  -0.643
C  -0.60929  3.63925  -0.68526  -0.076
O  -1.06892  4.18149  -1.93002  -0.492
C  -0.13354  4.82708  -2.66937  0.985
O  1.03961  4.98038  -2.37081  -0.649
O  -0.73773  5.30466  -3.78685  -0.499
C  0.11731  6.10184  -4.60636  -0.256
H  -1.38372  5.30043  0.46216  0.210
H  -0.18931  4.30407  1.33021  0.225
H  0.32439  5.44605  0.07622  0.218
H  -1.37016  2.92566  -0.34988  0.210
H  0.32065  3.07643  -0.82525  0.193
H  1.03897  5.56792  -4.85794  0.196
H  0.34232  7.04483  -4.09852  0.185
H  -0.41584  6.32585  -5.53454  0.192
C  -1.82882  -2.99144  -5.97335  -0.639
C  -1.03779  -3.34598  -4.72585  -0.067
O  -1.86977  -3.29454  -3.55971  -0.491
C  -2.70787  -4.34683  -3.39051  0.987
O  -2.80968  -5.31180  -4.13039  -0.667
O  -3.44090  -4.12399  -2.27029  -0.469
C  -4.44396  -5.11201  -2.03391  -0.259
H  -2.32731  -2.02446  -5.85126  0.213
H  -1.17262  -2.94482  -6.84749  0.205
H  -2.61163  -3.72849  -6.17251  0.226
H  -0.24242  -2.60638  -4.58093  0.186
H  -0.55427  -4.32534  -4.81649  0.188
H  -4.01684  -6.11964  -2.02773  0.183
H  -5.23015  -5.02925  -2.79076  0.175
H  -4.88519  -4.91840  -1.05219  0.231

As for the total charge: -1. For the energy above the lowest of the compared OMol25 structures with the same formula, charge and spin, the calculation gives 121.5 kcal per mole. As for the electronic energy: -3125.1847 Eh. The value obtained for the gap between HOMO and LUMO is 0.2506 Eh. For the HOMO energy, the calculation gives -4.53 eV.